10
Properties=species:S:1:pos:R:3:forces:R:3 method="wB97M-V/def2-TZVPD" max_force_ev_per_a=8.8 homo_energy_ev=-9.5549 molar_mass_da=265.60 orbital_gap_ha=0.29288 spin_multiplicity=1 e_above_lowest_kcal_mol=36.61 energy_ev=-37439.3504
Rb 2.039940 -3.487893 -1.065372 -0.279 0.519 0.125
N -0.538480 0.996207 -0.569892 -3.940 -1.112 2.359
S 0.846990 0.485947 -0.379082 7.187 5.127 0.214
O 1.022760 -0.868593 -0.781972 1.081 -1.962 0.073
O 1.630450 1.097307 0.733798 -1.563 -2.659 -2.482
F 1.408460 1.365807 -1.621782 0.392 -0.963 0.099
S -1.237250 0.150407 0.667468 -5.510 0.279 1.317
O -0.760680 0.374947 2.010968 0.620 -0.695 -1.504
O -1.852320 -1.126993 0.324218 2.145 0.772 0.001
F -2.559870 1.012857 0.681648 -0.133 0.695 -0.203